(1)
10
Properties=species:S:1:pos:R:3:lowdin_charge:R:1 method="wB97M-V/def2-TZVPD" charge=0 multiplicity=1
C 0.457 -1.139 0.055 -0.033
F -1.849 -1.005 -0.059 0.061
C -0.657 -0.374 0.042 -0.331
C 1.801 -0.590 -0.003 -0.228
H -1.362 1.421 -0.832 0.097
N 2.852 -0.095 -0.049 0.138
C -0.733 1.094 -0.002 -0.009
H 0.292 1.466 -0.112 0.085
H 0.380 -2.226 0.013 0.116
H -1.180 1.449 0.947 0.106

---

(2)
9
Properties=species:S:1:pos:R:3:lowdin_charge:R:1 method="wB97M-V/def2-TZVPD" charge=0 multiplicity=1
S 0.463 -1.588 1.567 0.760
O 0.032 0.921 -1.682 -0.098
H 1.249 -0.215 -0.186 0.070
C -0.814 0.066 0.014 -0.343
H -1.529 -0.242 0.791 0.093
N -1.174 0.864 -0.894 0.027
N 0.476 -0.329 0.438 -0.417
H -0.062 1.507 -2.392 0.052
H 1.360 -0.984 2.346 -0.143

---

(3)
12
Properties=species:S:1:pos:R:3:lowdin_charge:R:1 method="wB97M-V/def2-TZVPD" charge=-1 multiplicity=1
H 1.884 0.538 -0.359 -0.012
H -1.850 -0.256 1.913 0.123
H 1.084 -0.044 -1.513 0.044
N 0.940 0.195 -0.477 -0.007
C -1.926 -0.552 0.767 -0.511
H 0.191 0.862 -0.588 -0.055
S -2.554 0.815 -0.508 0.628
O -3.778 1.247 0.151 -0.541
O -1.430 1.745 -0.275 -0.571
S -1.143 -2.022 0.034 0.855
O -2.598 -1.865 0.805 -0.425
O -1.284 -2.034 -1.418 -0.527

---

(4)
9
Properties=species:S:1:pos:R:3:lowdin_charge:R:1 method="wB97M-V/def2-TZVPD" charge=0 multiplicity=1
O -0.926 0.309 0.835 -0.216
H 2.096 -0.439 0.274 0.094
O 0.169 -1.895 1.105 -0.316
S -0.124 -0.915 0.118 0.291
C -1.176 1.375 0.140 -0.435
H 1.300 0.822 -0.342 0.073
N -1.277 2.288 -0.548 0.197
N 1.293 -0.189 -0.309 -0.087
S -1.355 -1.356 -1.273 0.398

---

Highest occupied orbital energy across the listed records, respectively: -10.106, -8.793, -3.843, -10.172 eV.
Energy above the lowest of the compared OMol25 structures with the same formula, charge and spin across the listed records, respectively: 6.4, 68.6, 34.8, 40.5 kcal/mol.